Entry 1:
15
Properties=species:S:1:pos:R:3:forces:R:3:lowdin_charge:R:1 method="wB97M-V/def2-TZVPD" total_charge=0 orbital_gap_ev=10.2 smiles="C=CCO.O=CO" lumo_energy_ev=0.38
H -3.924 0.170 -1.860 -0.03 0.01 0.02 0.051
C -2.006 -0.292 -1.120 0.09 -0.13 0.11 -0.166
H 4.706 -0.562 1.379 0.00 0.02 -0.03 0.108
O 2.013 0.601 0.752 0.11 0.06 0.11 0.080
H -0.189 -0.106 1.467 -0.02 -0.22 -0.21 0.063
C 2.870 -0.140 1.123 -0.07 -0.08 -0.03 -0.378
H -3.022 1.527 -0.972 -0.08 0.01 -0.03 0.058
H -0.804 1.200 -0.181 0.02 0.04 -0.04 0.114
C -3.044 0.502 -1.326 0.12 0.07 -0.10 0.006
H -2.023 -1.327 -1.447 -0.06 0.01 -0.06 0.101
O -0.772 -0.600 0.873 0.04 0.32 0.17 -0.089
H 2.671 -1.126 1.573 0.00 0.03 0.01 0.145
H 0.131 -0.126 -0.905 -0.02 0.14 -0.23 0.100
O 4.176 0.157 1.013 0.00 0.01 0.02 0.090
C -0.784 0.125 -0.367 -0.09 -0.27 0.28 -0.283


Entry 2:
66
Properties=species:S:1:pos:R:3:forces:R:3:lowdin_charge:R:1 method="wB97M-V/def2-TZVPD" total_charge=-1 orbital_gap_ev=7.0 lumo_energy_ev=2.81
C -3.203 -3.947 -1.539 0.01 0.00 0.00 -0.106
C -2.282 -2.970 -3.516 -0.01 -0.02 0.00 -0.109
H -3.968 -4.532 -1.042 0.00 0.00 0.00 0.090
C -3.271 -3.736 -2.909 0.01 0.02 -0.01 -0.129
C -0.813 -0.140 3.022 0.22 0.09 -0.15 -0.291
H 4.953 1.280 -0.498 -0.01 0.03 -0.01 0.014
H 1.337 2.846 -2.672 0.02 -0.03 0.00 0.069
C -2.164 -3.408 -0.794 -0.04 0.00 0.06 -0.066
H 4.724 -1.766 -0.172 0.02 -0.03 0.02 0.015
H 5.177 0.308 3.504 0.02 0.00 0.01 0.092
C -1.615 0.899 3.441 -0.12 -0.08 0.12 -0.007
H 1.038 0.433 4.614 0.00 0.01 0.00 0.114
C -0.524 2.513 -1.627 -0.23 -0.02 0.07 -0.525
H -1.627 2.822 -3.482 0.00 0.03 0.03 0.072
H 1.904 -1.308 -3.064 -0.01 -0.04 -0.02 0.027
H -2.108 1.380 -2.556 -0.01 0.02 -0.02 0.062
C 4.077 -1.750 -1.050 0.05 -0.11 0.03 -0.170
H 4.557 0.013 1.173 -0.01 0.00 0.05 0.068
C 1.505 0.177 2.551 -0.26 -0.01 -0.11 -0.166
C -0.054 -2.026 -0.595 -0.05 -0.06 -0.14 -0.130
H 3.444 -2.638 -1.013 -0.01 -0.03 -0.01 0.026
C -2.637 0.624 4.341 0.04 0.01 -0.03 -0.071
H -2.317 -2.785 -4.583 -0.01 0.01 -0.01 0.090
H -1.448 1.891 3.045 0.01 0.02 0.00 0.133
H -0.596 1.383 -3.464 0.03 0.00 -0.03 0.069
H -2.135 -3.564 0.278 -0.01 -0.01 0.00 0.103
H 1.202 3.710 -1.136 0.00 0.01 0.03 0.073
C 2.427 0.058 1.493 0.30 0.02 0.12 -0.267
H 3.614 2.198 -1.189 -0.04 0.04 -0.01 0.025
Al -0.067 -0.071 -0.026 0.06 -0.04 -0.11 0.156
H -0.508 -1.808 -3.248 0.04 0.02 -0.02 0.097
H 4.660 1.234 -2.238 0.03 0.03 -0.01 0.024
O -0.079 1.480 -0.825 0.36 0.02 -0.21 -0.137
C 3.773 0.108 1.912 0.04 -0.01 -0.04 -0.045
Si 3.011 -0.207 -1.123 -0.11 0.11 0.05 0.419
C 0.652 3.401 -2.025 0.05 0.02 -0.03 -0.062
H 2.611 0.248 -3.514 0.05 -0.03 -0.01 0.032
C 1.821 0.348 3.872 0.16 -0.01 0.08 -0.024
C -1.164 -2.632 -1.383 0.07 0.06 0.02 -0.289
H -3.289 1.422 4.670 -0.02 0.01 0.02 0.100
H -4.084 -4.151 -3.492 0.00 -0.01 0.00 0.083
C 4.172 1.263 -1.260 0.09 0.09 -0.03 -0.167
C -2.827 -0.669 4.805 0.02 0.01 -0.01 -0.092
H -2.521 0.953 0.782 0.01 -0.03 0.04 0.092
H 0.898 -2.236 -1.089 0.04 0.02 -0.03 0.039
F -2.731 -0.029 -0.917 -0.05 -0.04 -0.08 -0.064
H -0.332 -2.216 3.092 0.02 -0.02 -0.01 0.133
C -1.266 1.998 -2.858 0.03 -0.02 -0.04 -0.052
H 3.446 0.531 5.274 0.01 0.00 0.02 0.085
C -0.978 -1.436 3.468 -0.13 0.03 0.13 0.005
C -1.998 -1.696 4.368 0.02 0.00 -0.02 -0.069
H -2.158 -2.708 4.716 -0.01 -0.02 0.02 0.102
N 1.947 -0.089 0.234 -0.29 0.04 0.08 -0.024
O 0.183 0.131 2.085 -0.19 -0.04 0.04 -0.027
C 4.126 0.276 3.245 -0.02 -0.01 -0.01 -0.119
C 2.056 -0.280 -2.734 -0.03 -0.02 -0.07 -0.160
H 4.712 -1.823 -1.937 0.01 0.00 -0.03 0.026
H -3.629 -0.881 5.500 -0.02 -0.01 0.01 0.095
H -1.232 3.145 -1.059 0.01 -0.04 0.01 0.132
H 0.319 4.294 -2.562 -0.02 -0.01 0.00 0.069
C -2.111 0.028 0.344 -0.05 0.17 0.16 -0.286
C -1.254 -2.427 -2.764 -0.01 -0.01 0.00 -0.056
H 0.016 -2.510 0.391 -0.02 -0.04 -0.01 0.067
H 1.081 0.197 -2.655 -0.06 0.03 0.05 -0.002
C 3.168 0.399 4.238 -0.03 0.01 -0.02 -0.123
F -2.741 -1.004 1.063 -0.04 -0.07 0.07 -0.064


Entry 3:
17
Properties=species:S:1:pos:R:3:forces:R:3:lowdin_charge:R:1 method="wB97M-V/def2-TZVPD" total_charge=0 orbital_gap_ev=9.6 lumo_energy_ev=0.99
C -1.494 1.439 1.064 -0.31 0.30 0.07 -0.078
H -0.170 -1.918 1.621 0.01 0.09 -0.14 0.112
H 2.736 0.657 -0.594 -0.09 -0.01 -0.29 0.024
C -1.193 0.366 0.015 0.04 0.02 0.14 -0.099
H -2.238 -1.542 0.459 0.16 0.06 -0.13 0.108
O -0.206 1.127 1.739 0.13 -0.02 0.06 0.004
H -2.305 1.172 1.748 0.13 0.06 -0.13 0.127
H 2.699 1.253 -2.289 -0.09 -0.24 0.21 0.019
H 0.814 -1.773 0.133 -0.14 0.09 0.09 0.100
H -1.542 2.493 0.772 0.00 -0.21 0.04 0.113
H 1.208 0.628 -1.512 0.29 0.00 -0.07 0.002
H -1.437 -1.565 -1.142 0.00 0.09 0.20 0.094
H 2.528 -0.499 -1.942 -0.01 0.21 0.02 0.017
C -1.388 -1.168 -0.123 -0.14 -0.23 -0.13 -0.106
C -0.047 -1.376 0.679 0.14 -0.12 0.08 -0.060
C 2.295 0.511 -1.589 -0.03 0.04 0.06 -0.050
C -0.141 0.127 0.803 -0.08 -0.12 -0.09 -0.327


Entry 4:
69
Properties=species:S:1:pos:R:3:forces:R:3:mulliken_spin:R:1 method="wB97M-V/def2-TZVPD" total_charge=-1 multiplicity=2 orbital_gap_ev="5.9 / 5.9" s2=0.76 lumo_energy_ev="1.65 / 1.24"
C 2.710 -1.501 0.128 0.02 -0.05 -0.06 0.022
C -1.197 -4.560 0.654 0.02 0.01 -0.01 0.000
H 0.253 3.283 -3.420 0.01 -0.01 0.00 0.000
C 4.905 1.154 -1.009 0.02 0.01 -0.01 0.001
C 1.144 2.358 1.076 0.21 -0.11 0.07 -0.006
O -3.115 1.272 -2.013 0.02 0.04 -0.01 0.000
H -4.590 0.590 -3.172 -0.01 -0.01 0.00 0.000
H 7.044 -1.370 -1.782 0.00 0.00 0.00 0.000
H -1.551 3.860 3.338 0.01 0.01 0.00 0.000
C 6.042 0.499 -1.472 -0.01 -0.01 0.00 -0.001
H -1.923 -2.554 0.862 0.00 -0.03 0.01 0.013
C -3.758 0.137 -2.625 -0.01 -0.01 -0.01 0.000
H -3.523 -1.344 -1.067 -0.01 0.00 -0.01 0.002
C -0.554 2.126 2.622 -0.01 0.02 0.02 -0.007
H 5.170 -2.746 -0.853 0.00 0.00 0.00 0.000
S -2.066 -2.894 5.033 0.03 0.00 0.00 -0.009
N 0.128 -2.565 0.806 0.02 -0.04 0.19 -0.001
H -0.703 1.818 -3.128 -0.01 0.01 0.00 0.000
N 1.919 -0.434 0.401 0.02 0.04 0.13 0.002
H -1.144 1.443 3.215 0.00 0.03 -0.03 0.008
S -3.569 1.367 0.950 -0.02 -0.01 0.04 0.001
H 1.632 4.334 0.486 -0.01 0.00 0.01 0.000
S -1.115 -4.611 7.272 0.01 0.01 -0.02 0.025
P -2.379 1.363 -0.579 0.07 0.02 -0.02 0.001
C -1.063 -3.198 0.770 0.03 -0.04 0.00 -0.010
S -1.727 -0.917 2.769 -0.10 -0.05 0.22 0.194
H -2.434 0.255 -4.323 0.01 0.00 0.00 0.000
H -0.593 4.305 -1.369 0.00 0.01 0.02 0.000
H 4.813 2.232 -1.036 0.00 0.00 0.00 0.000
H -4.851 -1.642 -2.205 -0.01 0.00 0.00 0.000
H -2.760 3.363 -3.293 0.00 0.00 0.01 0.000
S -0.915 -0.040 -0.656 -0.14 0.01 -0.20 -0.016
C -4.321 -0.871 -1.641 0.00 -0.02 0.02 -0.001
C -2.246 4.125 -2.708 -0.01 0.00 -0.01 0.000
C -0.824 -3.595 6.004 0.00 -0.01 0.01 0.008
C 5.108 -1.667 -0.904 0.02 -0.01 -0.02 0.000
S 0.760 -3.138 5.492 -0.03 -0.01 0.01 -0.008
H -0.150 5.388 1.898 0.01 0.00 0.01 0.000
N 2.485 -2.762 0.285 -0.06 0.00 0.06 0.003
O -1.758 2.834 -0.716 0.05 -0.01 0.06 0.001
N 0.357 1.550 1.818 -0.17 -0.11 -0.12 -0.020
N 2.237 1.943 0.326 -0.07 -0.04 -0.07 0.008
H -3.319 -1.274 -4.187 0.00 0.00 0.00 0.000
H -0.093 -6.411 0.524 0.00 0.00 0.00 0.000
C -0.194 2.652 -2.646 0.00 -0.03 0.01 -0.001
C 6.143 -0.890 -1.418 -0.01 0.01 0.00 0.001
Ru 0.185 -0.559 1.468 0.24 0.23 -0.39 0.548
C -0.001 4.315 1.895 -0.01 0.00 -0.03 0.001
H 2.104 -5.224 0.386 0.00 0.00 0.00 0.000
H -2.183 -5.001 0.653 0.00 0.00 0.00 0.000
C -0.770 3.484 2.693 0.01 -0.02 0.00 0.000
C 1.173 -4.692 0.514 0.00 -0.04 -0.04 -0.001
H 0.599 2.250 -2.018 0.00 0.00 0.02 0.000
H -2.979 4.633 -2.081 0.01 0.01 0.00 0.000
C -1.045 -1.980 3.946 -0.04 0.03 -0.04 0.027
C -1.161 3.502 -1.844 -0.01 0.00 0.00 0.000
H -1.952 -0.938 -3.103 0.00 0.00 0.00 0.000
H 6.865 1.074 -1.878 0.00 0.00 0.00 0.000
C 1.244 -3.290 0.575 0.01 0.09 -0.11 0.005
C -2.802 -0.495 -3.622 -0.01 0.00 -0.01 0.001
C 0.967 3.746 1.102 -0.01 0.08 -0.01 0.001
C 3.885 0.374 -0.505 -0.04 0.02 0.03 0.002
C 0.294 -2.102 4.165 0.04 0.02 -0.07 0.015
C 3.985 -1.005 -0.453 -0.04 0.00 0.03 -0.005
C 2.575 0.725 0.102 -0.05 0.08 0.05 -0.012
H -1.799 4.854 -3.388 0.00 -0.01 -0.01 0.000
S 1.452 -1.210 3.255 0.05 -0.10 0.31 0.208
C -0.039 -5.330 0.571 -0.01 -0.02 0.00 -0.001
H -5.009 -0.401 -0.941 0.00 0.00 -0.01 0.000


Number 1: F_max 0.40 eV/Å, energy -10419.049 eV. Number 2: F_max 0.42 eV/Å, energy -52998.075 eV. Number 3: F_max 0.44 eV/Å, energy -8427.069 eV. Number 4: F_max 0.51 eV/Å, energy -127693.257 eV.